Formula: C35H92N8O12
Source: the Open Molecules 2025 dataset
Level of theory: wB97M-V/def2-TZVPD

Element x y z (Å)
C  -1.11714  -3.34759  -1.60290
O  -1.04577  -3.07769  -2.80095
N  -0.18637  -4.25668  -1.15189
N  -1.78005  -2.58439  -0.69767
H  -0.48067  -4.71815  -0.31787
H  0.19352  -4.88943  -1.90073
H  -2.02152  -1.63596  -0.89264
H  -1.66025  -2.70728  0.29796
C  -2.76707  1.68508  -1.25527
O  -1.67567  1.93497  -0.70238
N  -3.06658  2.10147  -2.55614
N  -3.75488  0.97243  -0.61976
H  -3.75176  1.41241  -2.98659
H  -2.30626  2.40372  -3.15577
H  -3.72670  0.58867  0.26917
H  -4.67999  0.90358  -1.05917
C  3.71216  2.83452  1.80510
O  3.91741  2.32078  2.87275
N  3.37413  4.22931  1.61512
N  3.76920  2.16391  0.63116
H  3.33441  4.79725  0.80593
H  3.68188  4.77403  2.39928
H  3.80487  1.14924  0.77066
H  3.51689  2.57196  -0.25683
C  -2.43231  -0.25184  -5.66460
C  -2.92902  -0.77143  -4.41350
O  -2.03093  -0.56288  -3.31128
H  -1.53921  -0.83557  -5.82573
H  -2.18642  0.79825  -5.50679
H  -3.12101  -0.45241  -6.48054
H  -3.20905  -1.86066  -4.54993
H  -3.97279  -0.34535  -4.18861
H  -1.79556  -1.51875  -3.03873
C  -3.16420  4.92422  4.42814
C  -3.98909  3.69490  4.90985
O  -3.85979  2.65399  3.89582
H  -2.19301  4.43607  4.10470
H  -2.93740  5.56882  5.31247
H  -3.63593  5.50386  3.64712
H  -5.06354  3.97437  4.98592
H  -3.66268  3.33675  5.97792
H  -2.95629  2.57496  3.62994
C  3.22718  -4.60764  2.44358
C  2.40174  -5.60970  1.61464
O  2.24665  -5.28433  0.22741
H  3.36816  -4.93276  3.49327
H  2.66237  -3.65456  2.48441
H  4.09489  -4.41974  1.83823
H  1.45782  -5.75825  2.10058
H  2.85219  -6.60770  1.65430
H  2.05868  -4.33963  0.12492
C  0.70055  2.12157  3.81951
C  0.61038  2.88215  2.48520
O  -0.76439  2.63357  1.92278
H  1.41310  2.57974  4.49885
H  1.13846  1.14576  3.73136
H  -0.23510  1.92243  4.32312
H  1.30138  2.51090  1.80206
H  0.76958  3.92222  2.57447
H  -0.58725  1.78064  1.48208
C  1.55448  -1.15375  1.35338
C  0.82902  -0.22367  0.30664
O  -0.52860  -0.06173  0.75269
H  1.23218  -2.22586  1.21884
H  1.36697  -0.85688  2.34683
H  2.61596  -1.07665  1.12166
H  0.79150  -0.57142  -0.73935
H  1.36005  0.80238  0.30609
H  -0.91274  0.65022  0.20875
C  -1.34741  5.93572  -1.16311
C  -0.32280  4.95807  -0.65142
O  0.15867  4.22863  -1.77255
H  -1.84183  6.38230  -0.30850
H  -2.09320  5.38145  -1.64952
H  -1.00755  6.78282  -1.80421
H  -0.78214  4.24895  0.03389
H  0.55422  5.36556  -0.13235
H  -0.34227  3.41438  -1.70177
C  0.54147  5.24767  -5.18781
C  -0.08532  3.89104  -5.46727
O  -1.22947  3.62292  -4.66628
H  -0.11112  5.99558  -5.63400
H  1.51532  5.27126  -5.64645
H  0.66013  5.35975  -4.11584
H  0.66456  3.15969  -5.18033
H  -0.37792  3.69944  -6.45230
H  -1.00658  4.08509  -3.86800
C  3.33043  2.08333  -3.80075
C  2.85899  0.61033  -3.80086
C  3.24163  0.17401  -5.17932
C  3.12846  -1.34142  -5.21968
C  3.96140  -2.09078  -4.16072
C  3.81253  -1.55298  -2.72131
N  3.61763  -0.10085  -2.82541
O  3.48511  0.49974  -1.55000
C  2.58414  -2.26986  -2.06189
C  5.05380  -1.81634  -1.85588
C  1.37626  0.59355  -3.61415
H  2.84786  2.62668  -3.03475
H  2.93356  2.52068  -4.71506
H  4.38613  2.24151  -3.66707
H  2.58286  0.64952  -5.94116
H  4.26753  0.64073  -5.30750
H  3.43423  -1.69967  -6.23301
H  2.06961  -1.64179  -5.20595
H  5.02982  -2.11416  -4.44123
H  3.51174  -3.09388  -4.19033
H  1.71011  -2.26992  -2.70785
H  2.81757  -3.33329  -1.93537
H  2.26687  -1.88156  -1.10243
H  5.45654  -2.80452  -1.94388
H  5.84297  -1.11093  -2.16134
H  4.83605  -1.61175  -0.81760
H  1.01700  0.84487  -2.61827
H  0.86422  -0.36484  -3.75791
H  0.92502  1.41876  -4.17799
H  2.54380  0.40099  -1.27168
C  0.35506  -2.74516  4.49646
C  -1.05560  -3.21493  4.32370
C  -1.71421  -3.25484  5.73430
C  -3.21858  -3.42466  5.73701
C  -3.71445  -2.21936  5.05373
C  -3.23711  -2.07120  3.59310
N  -1.73274  -2.12768  3.56690
O  -1.37066  -2.33322  2.18975
C  -3.87108  -3.16047  2.72649
C  -3.55501  -0.70734  3.02952
C  -1.02928  -4.61582  3.52978
H  0.86908  -2.55425  3.51779
H  0.32090  -1.83361  5.01605
H  0.87316  -3.51787  5.09240
H  -1.26933  -4.07930  6.28667
H  -1.40407  -2.32999  6.22244
H  -3.48710  -4.41529  5.28395
H  -3.57739  -3.44790  6.80408
H  -3.40049  -1.27691  5.56612
H  -4.81177  -2.21074  4.99894
H  -4.92873  -2.92725  2.57978
H  -3.80465  -4.13673  3.07139
H  -3.40164  -3.31820  1.73366
H  -2.90114  -0.50299  2.17355
H  -3.47664  0.07663  3.86657
H  -4.60417  -0.59861  2.60979
H  -0.37485  -5.40683  3.95483
H  -2.03283  -4.95079  3.20936
H  -0.56063  -4.47832  2.55972
H  -0.85547  -1.51365  1.94124

Orbital gap ... 8.870 eV
Strongest force on any atom ... 4.05 eV/A
Highest occupied orbital energy ... -8.34 eV
LUMO energy ... 0.53 eV
E_tot ... -74275.612 eV
SMILES ... CC1(C)CCCC(C)(C)N1O.CC1(C)CCCC(C)(C)N1O.NC(N)=O.NC(N)=O.NC(N)=O.CCO.CCO.CCO.CCO.CCO.CCO.CCO
Spin multiplicity ... 1

Here are the Mulliken charges for atoms 1 to 99, given in e: 0.4218, -0.7234, -0.1614, -0.1264, 0.2376, 0.2526, -0.0561, -0.0327, -0.0010, 0.4605, -0.3501, -0.2647, 0.2553, 0.0250, 0.0737, 0.1936, 0.4489, -0.6281, -0.3364, -0.0775, 0.1753, 0.2332, 0.0570, 0.0931, -0.9674, -0.3451, -0.0424, 0.2802, 0.0593, 0.3936, 0.3293, 0.3474, -0.0892, -0.7042, -0.2913, -0.4368, 0.0824, 0.3372, 0.2514, 0.2636, 0.2391, 0.1901, -0.7153, -0.1475, -0.4989, 0.3701, -0.0721, 0.3080, 0.1250, 0.3788, 0.1545, -1.2599, 0.5693, -0.4034, 0.4677, 0.1477, 0.2681, -0.4927, 0.7499, 0.1288, -2.0640, 1.2500, 0.9991, -0.0838, 1.2236, 0.3068, -0.1766, -0.0509, -1.1069, -1.3986, 0.6245, -0.3097, 0.4535, 0.3167, 0.2931, -0.2689, 0.2444, -0.0657, -1.1824, 0.6747, -0.5761, 0.3085, 0.4205, 0.2750, -0.7031, 0.5424, 0.1596, -2.1238, 1.9642, -0.9672, -0.6421, -1.0070, 2.0218, -0.3281, -0.2204, -1.2050, -2.1732, -0.7118, 0.3021